{
  "formula": "C46H41BInN6O6PS2",
  "method": "the ωB97M-V functional and the def2-TZVPD basis",
  "symbols": ["In", "O", "C", "O", "C", "C", "C", "C", "C", "C", "P", "C", "C", "C", "C", "C", "C", "C", "C", "C", "C", "C", "C", "H", "H", "H", "H", "H", "H", "H", "H", "H", "H", "H", "H", "H", "H", "O", "C", "O", "C", "C", "C", "C", "C", "C", "N", "C", "C", "C", "C", "C", "C", "N", "H", "H", "H", "H", "H", "H", "H", "H", "H", "H", "C", "N", "C", "C", "N", "B", "N", "C", "C", "N", "C", "C", "S", "C", "S", "H", "H", "H", "H", "H", "H", "H", "H", "H", "H", "H", "H", "C", "C", "C", "C", "C", "C", "H", "H", "H", "H", "H", "O", "O"],
  "xyz": [[-0.075794, -1.025356, 1.599334], [2.515518, 1.034076, 1.143539], [1.957829, 0.973237, 0.043624], [0.776250, 0.518238, -0.120027], [2.629111, 1.530712, -1.188838], [3.640600, 2.468142, -0.997697], [4.291067, 3.038717, -2.071921], [3.931401, 2.674794, -3.353940], [2.920074, 1.759091, -3.569894], [2.235159, 1.160197, -2.508892], [1.048288, -0.235125, -2.818523], [-0.582299, 0.664848, -3.229641], [-1.315518, 0.027106, -4.432498], [-2.413705, 0.915866, -4.954503], [-2.405103, 2.235188, -4.774653], [-1.394690, 2.878431, -3.948144], [-0.545100, 2.146919, -3.222405], [1.815728, -0.665059, -4.475827], [1.635191, -0.253029, -5.795296], [2.430684, -0.775004, -6.808928], [3.447675, -1.672276, -6.528526], [3.671050, -2.058182, -5.214403], [2.848696, -1.571153, -4.214351], [3.903336, 2.735881, 0.017317], [5.076900, 3.764253, -1.910028], [4.454590, 3.100039, -4.200306], [2.667563, 1.501279, -4.587292], [-0.617795, -0.179900, -5.247758], [-3.182363, 0.412732, -5.527170], [-3.172150, 2.856471, -5.217410], [-1.378633, 3.959015, -3.899884], [0.150861, 2.603678, -2.530430], [0.909017, 0.507057, -6.061143], [2.261752, -0.457655, -7.830555], [4.071667, -2.055769, -7.325378], [4.478849, -2.736521, -4.971130], [3.007495, -1.876597, -3.186264], [-5.501344, 3.634788, 2.524753], [-4.499480, 3.917260, 1.669109], [-4.669242, 4.627580, 0.718764], [-3.189796, 3.294311, 2.013084], [-2.386554, 2.787140, 1.079672], [-1.150783, 2.094873, 1.501678], [-0.363703, 1.450743, 3.419573], [-1.194855, 2.111602, 4.525045], [-2.745018, 3.234342, 3.444486], [0.733474, 0.604544, 3.492267], [1.030008, 0.033265, 4.588827], [1.774574, -1.223935, 4.577563], [2.659879, -1.584978, 5.588621], [3.281233, -2.818810, 5.516601], [2.952787, -3.674716, 4.476785], [2.039951, -3.241882, 3.526287], [1.488213, -2.037802, 3.561096], [-5.272487, 2.886262, 3.094972], [-2.664140, 2.758022, 0.033852], [-0.478039, 1.881732, 0.676094], [-0.914219, 2.082909, 5.571209], [-3.295160, 3.929935, 4.079264], [0.665427, 0.385622, 5.557682], [2.865967, -0.899195, 6.398859], [3.997285, -3.115374, 6.270455], [3.384165, -4.662367, 4.410321], [1.734807, -3.881003, 2.707187], [-3.128453, -4.272179, 0.249381], [-3.548665, -2.946166, 0.628918], [-4.508755, -2.199649, -0.018029], [-4.609396, -1.031861, 0.652654], [-3.729667, -1.053325, 1.710207], [-3.864045, -0.115075, 2.939226], [-2.603986, 0.751525, 3.108754], [-2.657134, 1.787508, 4.082062], [-1.229363, 3.389124, 3.666155], [-0.374474, 2.745249, 2.610356], [0.848004, 3.457649, 2.232323], [-1.396595, 0.804053, 2.403777], [-1.840701, 0.084250, -1.964223], [-3.070693, -2.217589, 1.667724], [-1.819266, -2.730800, 2.718487], [-2.630638, -4.243013, -0.721389], [-3.996618, -4.928470, 0.189632], [-2.436800, -4.638610, 1.004300], [-5.016507, -2.564308, -0.891173], [-5.240438, -0.179368, 0.486155], [-4.818888, 0.616596, 2.722691], [-4.033332, -0.792402, 3.925008], [-3.397843, 1.558215, 4.848625], [-0.851701, 4.361556, 3.967452], [1.264096, 3.974799, 3.096593], [0.618557, 4.182866, 1.451807], [1.572968, 2.725443, 1.871462], [2.896350, -4.255441, -0.794173], [3.428873, -3.224341, -0.032921], [2.583761, -2.318389, 0.598049], [1.204965, -2.448426, 0.476753], [0.677271, -3.461555, -0.310183], [1.522002, -4.362344, -0.948808], [3.552772, -4.967218, -1.278780], [4.502864, -3.121073, 0.071528], [3.000731, -1.505674, 1.181938], [-0.392847, -3.538492, -0.444837], [1.104210, -5.140778, -1.575691], [-1.749556, -1.399039, -2.611977], [-1.807215, -1.262456, -4.074099]],
  "atomic_forces_ev_per_a": [[0.059, 0.349, -0.086], [0.571, 0.045, 0.082], [-0.542, -0.083, 0.014], [-0.130, -0.041, -0.231], [-0.313, -0.198, -0.711], [-0.200, -0.141, 0.158], [0.132, 0.139, 0.058], [0.137, 0.159, -0.215], [-0.203, -0.006, 0.210], [0.425, 0.305, 0.831], [0.064, 0.246, -0.512], [-0.080, -0.734, 0.415], [0.174, 0.526, -0.167], [0.022, -0.096, 0.061], [-0.150, -0.126, -0.172], [0.180, -0.076, 0.100], [-0.138, 0.326, 0.062], [-0.088, -0.441, 0.434], [-0.012, -0.035, 0.040], [-0.041, 0.117, -0.106], [0.059, -0.023, 0.039], [0.011, 0.041, -0.083], [-0.047, -0.056, -0.079], [0.022, -0.085, 0.022], [0.042, 0.009, 0.006], [-0.032, 0.047, -0.053], [0.076, 0.052, 0.050], [-0.142, -0.074, 0.138], [-0.031, 0.071, -0.074], [-0.058, -0.035, -0.016], [0.058, 0.019, 0.051], [0.027, 0.069, -0.072], [0.026, -0.027, 0.027], [0.006, 0.024, 0.002], [-0.020, -0.010, -0.013], [-0.021, -0.027, 0.001], [0.042, -0.144, 0.028], [-0.211, 0.074, 0.043], [0.222, -0.113, -0.241], [-0.136, -0.008, 0.094], [0.200, 0.182, 0.129], [-0.161, 0.074, 0.203], [-0.506, -0.459, -0.490], [-1.171, -0.023, 0.153], [0.144, -0.200, 0.008], [-0.015, -0.062, -0.289], [0.843, -0.647, 0.259], [-0.402, 0.656, 0.001], [0.525, -0.572, 0.094], [-0.128, 0.235, -0.082], [-0.038, -0.109, -0.062], [-0.002, 0.118, 0.132], [0.036, -0.172, -0.043], [-0.286, 0.265, -0.051], [0.035, -0.079, -0.092], [-0.049, 0.124, -0.019], [0.114, 0.077, 0.059], [0.046, 0.021, 0.021], [0.124, 0.063, 0.030], [-0.065, 0.030, -0.026], [0.003, 0.017, 0.033], [0.005, -0.014, 0.025], [0.004, -0.028, -0.046], [0.036, 0.021, -0.046], [0.106, -0.156, -0.157], [0.012, 0.431, 0.094], [-0.095, 0.107, -0.136], [-0.108, 0.005, -0.124], [-0.201, -0.253, -0.283], [0.467, 0.383, 0.132], [0.038, -0.353, 0.246], [-0.209, -0.275, -0.162], [-0.343, 0.330, 0.531], [0.526, 0.346, -0.329], [0.445, 0.135, -0.023], [1.024, -0.373, -0.374], [0.351, 0.621, 0.124], [0.028, -0.255, 0.086], [0.286, -0.009, 0.177], [-0.015, -0.031, 0.025], [0.029, 0.007, 0.023], [-0.021, -0.010, -0.047], [-0.023, -0.002, -0.049], [-0.079, -0.004, -0.022], [-0.245, 0.017, -0.035], [-0.192, -0.098, 0.143], [0.009, 0.113, 0.051], [0.128, -0.036, -0.089], [-0.071, -0.034, 0.035], [-0.098, -0.013, 0.039], [-0.047, -0.003, -0.042], [0.021, -0.044, -0.096], [0.034, 0.114, 0.074], [0.094, -0.104, -0.196], [-0.769, 0.832, 0.527], [0.186, 0.010, -0.012], [-0.081, -0.031, -0.057], [0.009, -0.002, -0.025], [0.006, -0.023, -0.012], [0.071, -0.012, -0.007], [-0.071, -0.096, 0.002], [0.017, -0.039, 0.011], [-0.094, -0.594, -0.094], [-0.178, -0.157, 0.017]],
  "mulliken_charge": [1.80, -0.92, 0.79, 0.13, -0.45, -0.65, -0.82, -0.79, -0.13, 0.18, 0.17, 1.47, 0.32, -1.10, -0.54, -0.54, -1.11, 0.43, 0.38, -1.02, -0.56, -0.70, -0.68, 0.48, 0.40, 0.45, 0.42, 0.02, 0.45, 0.41, 0.43, 0.50, 0.32, 0.40, 0.38, 0.43, 0.30, -0.54, 0.18, -0.56, 0.23, -1.77, 0.82, 0.00, -1.01, -0.34, -0.03, -0.10, 0.02, -0.84, -0.39, -1.02, -0.28, 0.34, 0.44, 0.54, -0.06, 0.58, 0.60, 0.34, 0.52, 0.43, 0.45, 0.55, -1.00, 0.30, -0.83, -0.61, 0.25, 0.71, 0.24, -0.64, -0.62, 0.46, -0.45, -0.55, 0.08, 0.10, -0.50, 0.32, 0.36, 0.32, 0.51, 0.60, -0.38, -0.17, 0.82, 0.55, 0.33, 0.30, 0.15, -0.76, -0.89, -0.26, 0.49, 0.00, -0.50, 0.37, 0.46, 0.42, 0.00, 0.38, -0.06, -0.48],
  "max_force_ev_per_a": 1.250,
  "e_above_lowest_ev": 4.546,
  "homo_lumo_gap_ev": 6.47,
  "lumo_energy_ev": -0.59
}

{
  "formula": "C46H42AsEuN7O2S5",
  "method": "the ωB97M-V functional and the def2-TZVPD basis",
  "symbols": ["Eu", "O", "C", "C", "C", "C", "C", "C", "C", "O", "N", "N", "C", "S", "C", "C", "S", "H", "H", "H", "H", "H", "H", "H", "H", "H", "S", "C", "C", "C", "C", "C", "C", "As", "C", "C", "C", "C", "C", "C", "C", "C", "C", "C", "C", "C", "H", "H", "H", "H", "H", "H", "H", "H", "H", "H", "H", "H", "H", "H", "N", "C", "N", "C", "C", "C", "C", "C", "C", "S", "H", "H", "H", "H", "H", "H", "N", "C", "C", "C", "C", "C", "C", "C", "H", "H", "H", "H", "S", "C", "N", "C", "C", "C", "N", "H", "H", "H", "H", "H", "H", "H", "H", "H"],
  "xyz": [[-0.255865, -0.716777, -0.327271], [2.194735, -4.219677, 1.320129], [3.382735, -4.061777, 0.649329], [4.384435, -4.991477, 0.931929], [5.618835, -4.897877, 0.291529], [5.846735, -3.875877, -0.628571], [4.838535, -2.946277, -0.909471], [3.584835, -3.018277, -0.276971], [2.557735, -1.975377, -0.644371], [1.492935, -2.085477, -0.015371], [2.816035, -1.077177, -1.534971], [1.650735, -0.325677, -1.589571], [1.683935, 0.676923, -2.397571], [0.258935, 1.705923, -2.551271], [1.083735, 3.018323, -3.474671], [2.075635, 2.355323, -4.404771], [3.027935, 1.182423, -3.419671], [1.654735, -3.453177, 0.970029], [4.191335, -5.781077, 1.650429], [6.398935, -5.619877, 0.510329], [6.804935, -3.794677, -1.132271], [5.028935, -2.154077, -1.629271], [1.584635, 3.696123, -2.774271], [0.347635, 3.601123, -4.036371], [2.743535, 3.094023, -4.857771], [1.567235, 1.821023, -5.215271], [-2.109965, 0.018323, -2.131871], [-2.165365, 1.756223, -2.578071], [-3.060865, 2.132723, -3.587471], [-3.156065, 3.463723, -3.989371], [-2.354165, 4.430323, -3.387571], [-1.456265, 4.070723, -2.380271], [-1.347265, 2.732023, -1.952671], [-0.070065, 2.230923, -0.512271], [-1.346165, 2.144923, 0.983629], [-0.829365, 1.943723, 2.271729], [-1.683765, 1.870123, 3.375629], [-3.063665, 1.995723, 3.201129], [-3.589365, 2.195523, 1.922629], [-2.737265, 2.270323, 0.816329], [0.687135, 4.006223, -0.147671], [0.104935, 4.912523, 0.755229], [0.677035, 6.173723, 0.950829], [1.829535, 6.538423, 0.249429], [2.412035, 5.642323, -0.649771], [1.841635, 4.381723, -0.848971], [-3.687765, 1.389723, -4.064571], [-3.851365, 3.745723, -4.769471], [-2.428265, 5.463523, -3.701871], [-0.859165, 4.854723, -1.945271], [0.238635, 1.844823, 2.417829], [-1.275965, 1.715223, 4.366129], [-3.725465, 1.938223, 4.055629], [-4.658965, 2.292723, 1.788029], [-3.177865, 2.426623, -0.154571], [-0.791865, 4.662123, 1.301229], [0.223835, 6.871223, 1.643329], [2.269035, 7.515823, 0.400229], [3.302435, 5.925123, -1.196271], [2.295735, 3.696323, -1.552971], [0.526135, -3.943777, 0.853129], [-0.804465, -3.759477, 0.851629], [-1.367265, -2.653777, 0.438329], [-2.744365, -2.753777, 0.547429], [-3.676965, -1.754277, 0.202429], [-5.045765, -1.993877, 0.363129], [-5.493865, -3.213277, 0.861429], [-4.589665, -4.221277, 1.210729], [-3.217465, -3.969077, 1.045029], [-1.873565, -4.991677, 1.376429], [1.056735, -3.291677, 0.286629], [0.874835, -4.893677, 0.836629], [-3.322265, -0.804477, -0.185271], [-5.761265, -1.219477, 0.096329], [-6.561365, -3.386377, 0.981929], [-4.940065, -5.172277, 1.599829], [-1.569765, -5.148077, -6.655471], [-1.374165, -4.489377, -5.720071], [-1.132565, -3.675677, -4.564571], [-1.387765, -4.180177, -3.284171], [-1.151465, -3.385177, -2.160471], [-0.661765, -2.089977, -2.312471], [-0.406365, -1.583577, -3.584871], [-0.640665, -2.373777, -4.712371], [-1.770365, -5.190777, -3.153671], [-1.347165, -3.769977, -1.163271], [-0.024465, -0.571877, -3.691671], [-0.437565, -1.967877, -5.701671], [0.513435, -0.235977, 2.218029], [0.985935, 0.063123, 3.779929], [2.296835, 0.073423, 4.131329], [2.776935, 0.475723, 5.434829], [1.769735, 0.133023, 6.516929], [0.426035, 0.702623, 6.101629], [0.076235, 0.282723, 4.762929], [2.958735, -0.035877, 3.371529], [2.961635, 1.554923, 5.397529], [3.731135, -0.029377, 5.613029], [2.083235, 0.535823, 7.485129], [1.692735, -0.956877, 6.616629], [0.445035, 1.798023, 6.106929], [-0.367365, 0.369923, 6.777629], [-0.892165, 0.326023, 4.466829], [-1.633565, -0.017477, 1.106229]],
  "atomic_forces_ev_per_a": [[-1.097, 0.746, -0.302], [12.596, -0.273, 1.987], [0.457, -0.631, 1.014], [0.508, 0.288, -0.555], [-0.142, -0.013, 0.017], [-0.379, 0.359, -0.082], [0.563, -0.720, 0.302], [0.598, 0.981, -1.155], [5.068, -2.206, -0.738], [-1.874, 1.004, 1.333], [-0.964, 0.476, 0.199], [1.362, 0.110, -0.033], [0.668, 1.894, -2.857], [5.776, -2.852, -6.593], [0.213, 0.255, -1.015], [-0.125, -0.169, -0.135], [1.053, -0.217, 0.212], [4.304, 0.077, 4.397], [-0.093, 0.116, -0.008], [-0.018, 0.012, -0.006], [-0.051, -0.018, 0.036], [-0.217, -0.094, 0.149], [-0.500, -0.358, -1.158], [-0.063, -0.290, 0.153], [0.133, -0.133, 0.132], [-0.063, 0.080, 0.142], [-1.143, 2.935, -0.621], [-2.370, -1.355, 0.642], [0.466, 0.612, -0.045], [0.061, -0.127, 0.060], [0.365, -0.225, 0.132], [-1.000, 0.072, -0.377], [-2.656, 2.193, 1.803], [-2.537, 1.061, 4.720], [-1.019, 0.986, 1.271], [-0.697, 1.679, 0.586], [-0.672, 0.712, -0.561], [0.244, -0.293, -0.258], [0.540, 0.019, -0.340], [-0.092, 0.388, 1.161], [0.207, 0.289, -0.164], [0.508, 0.245, -0.308], [0.295, -0.419, -0.393], [-0.149, -0.378, -0.110], [-0.417, -0.056, 0.264], [0.075, 0.496, 0.948], [0.104, -0.142, 0.131], [-0.087, 0.015, -0.032], [0.048, 0.096, -0.005], [0.125, 0.067, 0.275], [-0.383, 1.121, -0.116], [-0.604, 1.164, -0.320], [-0.059, 0.000, 0.084], [-0.081, -0.008, -0.019], [0.110, 0.006, -0.270], [-0.082, -0.233, -0.027], [-0.043, 0.005, 0.031], [0.029, 0.048, 0.007], [0.048, -0.010, -0.017], [0.417, 0.060, 0.899], [-13.582, -3.725, -1.594], [0.248, 1.225, -0.609], [-0.811, -0.741, 1.688], [-0.965, 0.682, 0.019], [-0.314, -0.189, 0.109], [0.878, 0.044, -0.086], [0.119, -0.614, 0.263], [0.169, 0.436, -0.159], [-1.082, 0.174, -0.100], [-0.190, -1.139, 0.530], [-3.383, 1.543, -3.831], [-1.593, 0.133, 0.062], [-0.056, -0.174, 0.186], [0.164, -0.099, 0.017], [0.149, -0.036, 0.003], [0.048, 0.082, -0.042], [0.137, 0.433, 0.619], [-0.159, -0.412, -0.563], [-0.170, -0.251, 0.199], [-0.060, -0.127, 0.217], [0.135, -0.376, -1.547], [0.261, -0.517, 0.976], [0.059, -1.543, -1.180], [0.487, 0.883, 0.322], [0.006, 0.046, -0.209], [-0.052, -0.291, -1.123], [-0.080, -0.246, -0.246], [-0.054, -0.191, 0.017], [1.483, -1.787, 1.758], [0.052, -0.642, -0.179], [0.025, -0.060, 0.111], [0.456, 0.142, -0.148], [-0.055, -0.142, -0.164], [-0.411, 0.119, 0.033], [0.966, -1.181, -0.022], [-0.384, -0.018, 0.139], [0.097, 0.077, 0.392], [-0.072, 0.101, 0.036], [-0.036, 0.032, -0.163], [-0.006, 0.159, -0.061], [0.104, 0.108, 0.349], [0.087, 0.088, -0.010], [0.610, -0.646, 0.001], [-0.494, -0.806, -0.482]],
  "mulliken_spin": [6.17, 0.01, 0.06, -0.03, 0.08, -0.05, 0.06, -0.02, 0.13, 0.00, -0.12, 0.13, 0.38, 0.11, -0.02, 0.02, 0.05, 0.00, 0.00, 0.01, 0.00, 0.01, -0.01, 0.00, 0.01, 0.01, -0.01, 0.00, -0.03, 0.04, -0.02, 0.04, -0.02, 0.06, 0.00, -0.02, 0.01, -0.01, 0.01, -0.01, 0.02, 0.00, 0.00, -0.01, 0.02, -0.08, 0.00, 0.01, 0.00, 0.01, 0.00, 0.00, 0.00, 0.00, 0.00, 0.00, 0.00, 0.00, 0.01, 0.03, 0.00, 0.00, -0.02, -0.01, -0.01, -0.01, 0.00, 0.00, 0.00, 0.00, 0.00, 0.00, 0.02, 0.00, 0.00, 0.00, 0.01, 0.00, 0.01, -0.01, 0.04, -0.08, 0.04, 0.00, 0.00, 0.01, -0.01, 0.00, 0.04, 0.00, 0.00, 0.00, 0.00, 0.00, 0.00, 0.00, 0.00, 0.00, 0.00, 0.00, 0.00, 0.00, 0.00, -0.05],
  "max_force_ev_per_a": 14.173,
  "total_charge": -2,
  "homo_lumo_gap_ev": [2.28, 4.36],
  "lumo_energy_ev": [3.59, 3.59],
  "multiplicity": 8
}